The following is a DFT calculation (ωB97M-V/def2-TZVPD) of C27H33Cl3FeN7O9P2Se as an isolated structure.

ORCA input file:
```
! wB97M-V def2-TZVPD RIJCOSX def2/J DEFGRID3
* xyz -1 5
Fe -0.929 0.254 -0.556
Cl -5.617 0.019 5.090
C -4.269 0.161 3.988
C -3.183 0.890 4.306
C -2.022 0.961 3.425
Cl 0.013 -0.718 4.999
C -2.112 0.202 2.157
O -1.120 0.130 1.417
C -3.408 -0.329 1.770
C -3.723 -0.610 0.371
O -3.040 -0.285 -0.582
C -4.391 -0.426 2.699
H -3.137 1.450 5.232
H -4.712 -1.064 0.181
H -5.328 -0.904 2.427
C 0.796 -2.307 -3.675
N 1.830 -1.387 -3.214
C 1.935 -0.187 -4.062
P 2.083 -1.095 -1.614
O 1.337 -0.018 -0.937
O 1.763 -2.547 -0.947
P 0.367 -2.880 -0.210
O -0.736 -2.026 -0.726
N 0.045 -4.460 -0.535
C -0.878 -4.830 -1.599
C 1.027 -5.479 -0.195
N 0.767 -2.854 1.365
C 1.821 -1.943 1.872
C -0.397 -2.979 2.271
N 3.696 -0.882 -1.496
C 4.603 -1.891 -2.022
C 4.249 -0.078 -0.399
H 1.030 -2.596 -4.702
H -0.199 -1.853 -3.650
H 0.792 -3.205 -3.062
H 2.361 -0.471 -5.027
H 2.595 0.541 -3.594
H 0.961 0.275 -4.221
H -1.522 -3.985 -1.829
H -1.499 -5.668 -1.271
H -0.350 -5.133 -2.510
H 1.660 -5.118 0.613
H 1.656 -5.730 -1.056
H 0.516 -6.384 0.141
H 2.751 -2.133 1.340
H 1.960 -2.151 2.931
H 1.557 -0.887 1.778
H -1.327 -3.049 1.701
H -0.447 -2.115 2.932
H -0.299 -3.874 2.886
H 4.119 -2.445 -2.823
H 4.914 -2.593 -1.240
H 5.495 -1.404 -2.423
H 3.503 0.625 -0.027
H 5.107 0.485 -0.769
H 4.576 -0.713 0.431
O -0.659 4.492 -4.759
C -0.870 5.172 -3.645
O -0.926 6.378 -3.637
C -1.034 4.377 -2.391
C -1.197 4.919 -1.131
Cl -1.393 6.537 -0.656
N -1.282 3.909 -0.236
N -1.165 2.721 -0.863
C -1.022 2.980 -2.145
C -0.864 1.795 -3.057
O -0.716 1.981 -4.271
O -0.879 0.655 -2.500
C -1.302 3.901 1.202
C -1.909 2.792 1.747
C -1.626 2.393 3.039
C -0.929 3.258 3.869
C -0.493 4.475 3.363
C -0.612 4.784 2.010
H -0.668 3.500 -4.606
H -2.514 2.191 1.086
H -1.143 0.493 4.048
H -0.667 2.961 4.878
H 0.048 5.158 4.002
H -0.110 5.650 1.608
Se 1.671 2.070 1.207
C 2.305 3.592 1.999
N 2.716 4.561 2.491
*
```

Computed properties:
Expectation value of S² ... 6.01
Lowest unoccupied orbital energy (spin up / spin down) ... 0.37 / 0.35 eV
Energy ... -7837.9170 hartree
HOMO energy (spin up / spin down) ... -4.105 / -4.104 eV

***

The following is a DFT calculation (ωB97M-V/def2-TZVPD) of C27H33F6O6W as an isolated structure.

ORCA input file:
```
! wB97M-V def2-TZVPD RIJCOSX def2/J DEFGRID3
* xyz -1 3
C -1.160 6.974 -1.552
C -1.672 5.595 -1.009
C 0.363 7.005 -1.405
C 0.828 5.822 -0.514
H 0.652 7.943 -0.929
H 0.836 7.009 -2.393
C -0.702 5.235 0.086
H -1.640 4.891 -1.853
H -2.707 5.679 -0.649
C -0.897 3.985 1.039
H -0.830 6.049 0.827
H 1.243 6.206 0.437
C 1.986 5.199 -1.204
C -1.646 7.209 -2.983
C -1.750 8.204 -0.851
O -1.128 9.234 -0.646
O -1.714 6.321 -3.825
O -1.995 8.480 -3.249
O -3.044 8.077 -0.525
C -3.590 9.320 -0.053
H -4.638 9.102 0.147
H -3.487 10.086 -0.830
H -3.071 9.652 0.854
C -2.533 8.642 -4.565
H -1.830 8.277 -5.323
H -2.715 9.710 -4.687
H -3.474 8.083 -4.655
O -1.693 2.812 0.656
H -1.355 4.346 1.986
H 0.129 3.673 1.358
C 3.120 4.678 -0.424
C 1.927 4.821 -2.629
H 2.628 5.410 -3.255
H 0.915 4.929 -3.034
H 2.217 3.765 -2.767
H 3.286 3.612 -0.658
H 2.913 4.750 0.650
H 4.057 5.221 -0.651
W -0.698 1.281 0.394
C 0.913 0.041 1.785
C 0.633 1.241 2.502
C -0.781 1.286 2.739
H 1.374 1.926 2.888
C -1.373 0.092 2.178
C -0.299 -0.676 1.599
H -0.391 -1.675 1.182
H 1.898 -0.303 1.494
H -1.312 2.036 3.317
H -2.400 -0.224 2.291
C 0.378 0.548 -1.755
C -0.380 -0.498 -1.149
C -1.765 -0.086 -1.086
H 0.026 -1.461 -0.879
C -1.842 1.226 -1.684
C -0.517 1.605 -2.102
H -0.261 2.485 -2.685
H 1.439 0.480 -1.998
H -2.603 -0.685 -0.742
H -2.761 1.746 -1.931
C 3.591 -2.413 -1.865
C 3.287 -1.963 -0.431
O 2.409 -1.000 -0.388
C 2.752 -3.263 0.365
F 3.593 -4.330 0.200
F 2.585 -3.067 1.696
F 1.539 -3.625 -0.148
C 4.663 -1.403 0.213
F 5.680 -2.316 0.128
F 5.053 -0.299 -0.482
F 4.537 -1.043 1.516
H 2.667 -2.804 -2.302
H 4.380 -3.168 -1.903
H 3.873 -1.531 -2.447
*
```

Computed properties:
Expectation value of S² ... 2.01
Lowest unoccupied orbital energy (spin up / spin down) ... 2.14 / 2.13 eV
Energy ... -2166.2950 hartree
HOMO energy (spin up / spin down) ... -3.061 / -3.433 eV

***

The following is a DFT calculation (ωB97M-V/def2-TZVPD) of a 10-piece molecular cluster, C27H33N11O4 overall.

ORCA input file:
```
! wB97M-V def2-TZVPD RIJCOSX def2/J DEFGRID3
* xyz 0 1
C -1.849 0.064 1.105
C -1.478 -1.047 0.837
C -1.355 -2.356 0.336
O -1.897 -3.307 0.832
O -0.625 -2.479 -0.830
C 0.750 -2.321 -0.698
O 1.071 -0.932 -0.895
N 2.429 -0.786 -1.371
O 2.448 -0.478 -2.488
C 1.327 -2.866 0.575
C 1.218 -4.205 0.831
C 1.765 -4.711 1.972
C 2.423 -3.847 2.811
N 2.538 -2.538 2.609
C 1.985 -2.075 1.483
H -2.238 0.997 1.398
H 1.189 -2.863 -1.527
H 0.712 -4.863 0.145
H 1.718 -5.753 2.199
H 2.883 -4.246 3.701
H 2.076 -1.025 1.283
C 2.393 2.620 -1.813
C 2.108 3.950 -1.298
N 1.890 4.997 -0.891
H 1.591 1.938 -1.540
H 2.476 2.659 -2.896
H 3.332 2.260 -1.397
C -1.439 3.498 4.000
C -1.094 3.286 2.602
N -0.832 3.110 1.501
H -1.578 2.542 4.495
H -0.642 4.039 4.503
H -2.358 4.076 4.066
C -2.827 1.611 -2.693
C -3.632 2.253 -1.664
N -4.261 2.732 -0.835
H -2.381 0.703 -2.291
H -3.462 1.354 -3.539
H -2.040 2.273 -3.026
C -1.340 -7.451 2.528
C -0.182 -7.680 1.677
N 0.731 -7.851 1.003
H -1.413 -6.398 2.787
H -2.245 -7.748 2.003
H -1.250 -8.036 3.441
C 1.169 0.665 -6.154
C 0.408 1.356 -5.126
N -0.191 1.900 -4.316
H 1.588 -0.254 -5.748
H 0.519 0.420 -6.991
H 1.975 1.302 -6.512
C 3.439 7.650 -1.860
C 4.496 8.641 -1.720
N 5.328 9.420 -1.610
H 3.536 7.140 -2.816
H 3.503 6.918 -1.060
H 2.467 8.136 -1.813
C -3.887 2.125 7.238
C -2.542 2.677 7.187
N -1.483 3.111 7.146
H -4.024 1.408 6.431
H -4.043 1.624 8.191
H -4.617 2.925 7.132
C 0.218 -4.880 5.734
C -1.143 -5.179 5.320
N -2.215 -5.413 4.994
H 0.302 -3.826 5.992
H 0.482 -5.483 6.600
H 0.906 -5.100 4.920
C -1.340 1.429 -9.523
C 0.031 1.912 -9.591
N 1.110 2.291 -9.638
H -1.514 0.701 -10.313
H -1.523 0.959 -8.559
H -2.030 2.261 -9.647
*
```

Computed properties:
Structure (SMILES) ... C#CC(=O)O[C@@H](ON=O)c1cccnc1.CC#N.CC#N.CC#N.CC#N.CC#N.CC#N.CC#N.CC#N.CC#N
Lowest unoccupied orbital energy ... -1.02 eV
Energy ... -1951.6354 hartree
HOMO energy ... -10.262 eV